Entry from the OMol25 dataset: a 2-piece molecular cluster, C5H10O2P overall at a distorted geometry (ωB97M-V with the def2-TZVPD basis set).

The geometry in XYZ format:
```
18
Properties=species:S:1:pos:R:3:forces:R:3:nbo_charge:R:1
C -1.417 1.801 0.488 1.29 -1.05 -0.88 -1.326
C -4.516 -0.142 -0.166 -1.63 0.92 -2.77 1.050
C 1.435 0.190 0.843 -0.35 0.82 -0.86 -0.954
C -0.847 -1.197 0.124 -0.45 0.19 -0.48 -1.028
C -0.112 0.632 -1.939 -2.70 0.52 -0.31 -0.989
O -4.413 -0.768 0.807 0.34 0.56 -0.38 -0.514
O -4.829 0.382 -1.203 1.40 -1.36 3.22 -0.552
P -0.301 0.633 0.018 0.05 -2.03 -1.80 1.312
H -0.903 1.853 1.436 -0.16 0.87 1.75 0.138
H 1.618 -0.859 1.080 -0.52 -0.12 -0.22 0.203
H 2.307 0.515 0.252 -0.38 0.27 0.21 0.206
H 1.375 0.726 1.776 0.32 0.36 0.40 0.214
H -0.912 -1.519 1.179 0.33 -0.06 -0.44 0.207
H -1.873 -1.056 -0.188 -0.50 -0.26 -0.13 0.204
H -0.408 -1.943 -0.590 0.10 0.53 0.83 0.194
H -1.253 0.802 -2.324 2.51 -0.32 1.14 0.226
H 0.373 1.575 -2.160 0.19 0.24 -0.13 0.212
H 0.274 -0.140 -2.631 0.17 -0.08 0.86 0.196
```
Positions in Å, forces in eV/Å.

For the relative energy (zero: lowest compared OMol25 entry of this formula, charge and spin), the calculation gives 497.0 kJ/mol. The charge is -1.